# 1
25
Properties=species:S:1:pos:R:3:lowdin_charge:R:1 method="wB97M-V/def2-TZVPD" relative_energy_ev=4.189 homo_energy_ev=-8.69 total_energy_ha=-946.91691 smiles=CN(P)COn1nnc2ccccc21
N -0.354 -0.721 0.433 -0.17
N -1.700 -2.385 0.477 0.05
H -1.208 1.816 1.467 0.11
H 0.875 -0.472 -1.851 0.10
C -2.394 -1.307 0.852 -0.26
C 3.414 -0.172 -1.469 -0.10
H -3.674 2.189 2.035 0.10
P 2.696 2.145 -0.247 0.81
H 4.389 0.256 -1.586 0.06
H -5.141 0.166 2.250 0.12
C -1.979 1.054 1.410 -0.01
N 2.365 0.893 -1.268 -0.50
C -4.134 0.017 1.783 -0.11
C -3.727 -1.171 1.362 -0.04
C 1.068 0.364 -1.272 -0.13
H 3.395 -0.830 -0.665 0.06
H -4.395 -2.036 1.416 0.12
H 3.220 -0.847 -2.321 0.09
C -3.302 1.214 1.741 -0.06
O 0.798 -0.100 0.305 -0.10
H 4.120 2.163 -0.561 -0.07
H 2.915 1.592 1.036 -0.11
H 0.279 1.122 -1.330 0.12
C -1.545 -0.207 0.864 -0.14
N -0.501 -2.056 0.107 0.09



# 2
9
Properties=species:S:1:pos:R:3:lowdin_charge:R:1 method="wB97M-V/def2-TZVPD" relative_energy_ev=4.271 homo_energy_ev=-4.12 charge=-1 total_energy_ha=-793.13936
O -2.110 -1.039 -0.836 -0.55
C 0.400 -0.390 0.221 -0.25
O 1.341 0.852 -1.368 -0.01
O 1.895 1.209 0.709 -0.04
H 0.198 -1.416 -0.496 0.15
S -1.537 0.204 -0.306 0.68
O -2.140 0.669 0.952 -0.54
N 1.258 0.596 -0.173 -0.55
H 0.695 -0.684 1.296 0.11



# 3
14
Properties=species:S:1:pos:R:3:lowdin_charge:R:1 method="wB97M-V/def2-TZVPD" relative_energy_ev=5.360 homo_energy_ev=-8.68 total_energy_ha=-270.36091
H 1.619 1.226 -1.010 0.12
C 0.797 0.832 -0.425 -0.20
H 0.104 0.359 1.748 0.07
O 2.442 -1.457 -0.009 0.12
C -0.144 1.321 0.409 -0.14
C 1.731 -0.691 0.467 -0.08
H -2.244 -0.966 -0.385 0.07
H -0.754 -1.425 0.442 0.06
H -0.889 -1.622 -1.314 0.08
H 0.663 -0.238 1.895 0.08
H -0.410 2.255 0.884 0.10
H -1.128 0.935 -1.539 0.12
C -0.634 0.442 -0.693 -0.31
C -1.152 -0.972 -0.471 -0.09